5 unconnected molecules or ions with the total composition C30H75N5O10 at a distorted geometry, computed with ωB97M-V/def2-TZVPD.

Geometry as XYZ:
```
120
Properties=species:S:1:pos:R:3:forces:R:3:lowdin_charge:R:1
C -18.843 10.267 -5.173 0.41 0.31 -1.11 -0.092
O -17.995 11.061 -6.009 -0.04 -0.27 1.14 -0.219
C -18.549 11.602 -7.176 2.47 -0.55 -0.99 -0.192
C -17.689 10.993 -8.438 -1.73 1.59 1.52 -0.193
N -18.167 9.658 -8.695 -0.30 -0.71 -1.37 -0.068
C -17.909 9.073 -10.052 1.92 1.19 1.02 -0.167
C -16.888 7.871 -9.969 0.22 0.49 -0.39 -0.179
O -15.648 8.070 -9.213 -0.46 1.32 0.40 -0.215
C -14.675 9.090 -9.662 -0.92 -1.34 -0.48 -0.067
H -19.338 10.839 -4.388 0.24 0.14 0.20 0.079
H -18.175 9.496 -4.788 -0.43 -0.09 0.30 0.087
H -19.626 9.852 -5.808 -0.07 -0.45 0.14 0.077
H -18.365 12.676 -7.153 -0.12 0.22 -0.06 0.102
H -19.623 11.420 -7.201 0.04 -0.22 -0.65 0.111
H -16.603 11.044 -8.358 0.21 -0.02 1.11 0.093
H -17.821 11.805 -9.153 -0.83 -0.73 -1.10 0.103
H -17.736 9.047 -8.016 0.02 0.01 0.15 0.100
H -17.398 9.835 -10.642 0.29 0.30 -0.03 0.093
H -18.842 8.997 -10.611 -0.03 -1.14 0.17 0.104
H -16.551 7.540 -10.952 -0.34 0.24 -0.45 0.105
H -17.402 7.007 -9.548 0.34 0.02 0.50 0.111
H -14.917 10.141 -9.503 -0.75 -0.11 -0.07 0.063
H -14.512 8.870 -10.717 0.16 0.43 -0.21 0.080
H -13.720 8.972 -9.149 -0.28 -0.65 0.25 0.082
C -23.329 5.701 -8.236 -0.95 0.77 0.04 -0.146
O -24.302 4.713 -8.297 -2.36 -2.08 -0.81 -0.224
C -25.736 5.150 -8.352 1.49 -0.16 0.15 -0.143
C -26.772 4.073 -8.796 -0.31 0.73 -0.37 -0.178
N -28.155 4.614 -8.829 -1.22 1.18 0.84 -0.090
C -28.494 5.577 -9.889 1.64 0.46 -1.48 -0.221
C -29.976 5.798 -10.283 0.12 -0.04 -0.23 -0.198
O -30.185 6.507 -11.549 -0.53 -0.04 1.59 -0.214
C -31.620 6.812 -11.820 2.54 -0.28 -1.27 -0.065
H -23.516 6.226 -7.299 0.70 0.53 0.12 0.085
H -23.441 6.381 -9.080 0.05 0.41 -0.08 0.079
H -22.326 5.281 -8.305 -0.22 -0.28 0.30 0.088
H -25.752 6.001 -9.034 -0.26 0.20 0.11 0.106
H -25.990 5.423 -7.327 -0.18 0.44 -0.06 0.117
H -26.762 3.283 -8.045 0.04 -0.21 -0.36 0.117
H -26.577 3.727 -9.811 0.70 -0.43 0.01 0.108
H -28.887 3.926 -8.930 0.56 -0.75 0.49 0.095
H -27.895 5.230 -10.731 -0.29 0.10 -0.96 0.107
H -28.080 6.570 -9.712 0.03 0.08 0.48 0.109
H -30.366 6.392 -9.457 -0.61 -0.08 -0.03 0.116
H -30.477 4.834 -10.372 -0.24 -0.16 0.27 0.114
H -31.920 6.049 -12.539 -0.78 -0.58 0.79 0.078
H -31.564 7.654 -12.510 -0.05 0.55 0.55 0.076
H -32.241 7.023 -10.949 0.14 -0.33 -0.08 0.085
C -10.155 3.984 -10.586 0.11 -1.69 -0.71 -0.130
O -9.740 5.063 -11.380 -0.66 0.68 -0.85 -0.162
C -10.059 5.016 -12.800 0.68 0.21 -0.07 -0.191
C -11.457 4.740 -13.273 -1.08 -0.95 1.78 -0.236
N -11.736 3.306 -13.326 -1.37 -0.86 -1.57 -0.081
C -13.210 3.063 -13.554 1.77 -1.72 0.09 -0.156
C -13.432 1.471 -13.613 0.57 1.68 -0.08 -0.197
O -13.258 0.943 -12.314 -0.93 0.23 0.42 -0.190
C -14.333 1.331 -11.460 -0.44 0.21 0.32 -0.125
H -9.597 3.093 -10.874 0.42 -0.30 -0.08 0.086
H -11.179 3.641 -10.737 -0.46 0.65 0.07 0.067
H -9.990 4.063 -9.512 0.12 0.94 -0.19 0.090
H -9.466 4.308 -13.378 0.50 -0.65 0.57 0.120
H -9.730 5.948 -13.260 -0.04 0.42 0.76 0.117
H -11.629 5.236 -14.229 0.09 -0.33 -0.21 0.121
H -12.237 5.080 -12.592 0.13 1.23 0.31 0.113
H -11.481 2.775 -12.505 0.27 0.37 0.15 0.075
H -13.446 3.622 -14.460 -0.44 -0.31 -0.04 0.111
H -13.783 3.415 -12.697 -0.28 0.39 -0.10 0.088
H -12.642 1.024 -14.218 -0.13 0.10 -0.14 0.116
H -14.416 1.168 -13.971 -0.09 0.26 -0.32 0.111
H -15.159 1.904 -11.883 0.43 0.50 -0.99 0.079
H -13.948 1.979 -10.672 -0.03 -0.42 0.37 0.089
H -14.955 0.507 -11.111 0.87 -0.63 0.52 0.085
C -9.831 8.959 -2.069 0.55 -1.15 0.09 -0.105
O -9.889 8.093 -3.202 1.30 0.35 -1.08 -0.249
C -8.572 8.022 -3.917 -2.39 1.37 -0.53 -0.119
C -8.438 9.309 -4.840 -0.60 -0.67 -1.32 -0.171
N -9.755 9.981 -5.084 1.94 -0.66 0.24 -0.071
C -9.818 11.364 -4.723 -1.51 0.53 0.19 -0.217
C -11.080 11.906 -5.414 -0.05 0.52 0.13 -0.234
O -10.981 13.303 -5.441 0.10 2.27 -0.58 -0.202
C -11.899 14.072 -6.251 0.22 -1.38 -0.45 -0.088
H -9.155 8.354 -1.465 0.04 0.89 1.13 0.087
H -10.811 9.072 -1.605 -0.05 -0.41 -0.15 0.092
H -9.465 9.971 -2.241 0.33 -0.10 -0.34 0.071
H -8.735 7.159 -4.561 0.42 -0.06 0.26 0.113
H -7.722 7.930 -3.241 -0.19 -0.20 0.15 0.109
H -8.191 9.047 -5.869 0.34 -1.08 0.06 0.095
H -7.557 9.925 -4.660 -0.50 0.64 1.06 0.104
H -10.428 9.426 -4.574 -0.23 0.19 0.10 0.092
H -8.979 12.003 -5.000 0.19 -0.48 -0.49 0.124
H -9.916 11.485 -3.644 -0.07 0.33 0.31 0.098
H -11.984 11.662 -4.857 -0.20 -0.44 0.13 0.121
H -11.164 11.469 -6.409 0.15 -0.01 -0.18 0.118
H -12.819 13.498 -6.361 -0.56 0.45 0.59 0.079
H -11.628 14.202 -7.299 0.94 -0.48 -0.27 0.071
H -11.996 15.116 -5.955 -0.19 -0.41 0.96 0.081
C -13.021 20.100 0.791 -0.66 -0.72 1.32 -0.099
O -13.373 18.709 0.741 1.96 0.00 -0.87 -0.182
C -12.653 18.098 -0.344 -0.70 -1.33 -1.17 -0.253
C -12.665 16.570 -0.192 -0.50 0.97 -0.43 -0.228
N -13.969 15.947 -0.162 -1.51 -0.51 -0.37 -0.057
C -14.822 16.059 -1.413 1.22 -0.62 -0.17 -0.160
C -16.168 15.232 -1.556 2.16 0.90 2.68 -0.215
O -17.184 16.133 -1.380 -2.66 0.92 -1.36 -0.224
C -17.426 16.710 -0.096 0.79 -0.97 -1.20 -0.067
H -13.624 20.588 0.025 0.69 0.58 -0.08 0.093
H -11.943 20.247 0.859 0.16 0.01 -1.15 0.086
H -13.271 20.462 1.789 -0.82 0.03 -0.05 0.081
H -11.590 18.254 -0.532 0.37 1.11 1.12 0.116
H -13.064 18.362 -1.318 -0.63 0.38 -0.05 0.109
H -12.140 16.502 0.760 -0.07 -1.07 0.10 0.117
H -12.121 16.114 -1.019 0.44 0.11 0.15 0.118
H -14.467 16.475 0.541 -0.36 -0.24 0.35 0.075
H -14.285 15.746 -2.308 0.90 -0.09 0.30 0.100
H -15.003 17.117 -1.605 -0.63 0.08 -0.06 0.104
H -16.276 14.504 -0.752 0.56 -0.52 0.15 0.113
H -16.148 14.678 -2.494 -0.65 0.57 -0.18 0.118
H -18.316 17.324 -0.231 0.21 0.00 0.27 0.094
H -16.542 17.288 0.175 -0.14 0.34 0.37 0.073
H -17.582 15.905 0.623 -0.14 0.06 0.32 0.089
```
Positions in Å, forces in eV/Å.

As for the SMILES: COCCNCCOC.COCCNCCOC.COCCNCCOC.COCCNCCOC.COCCNCCOC. The value obtained for the molar mass is 665.95 g mol⁻¹. As for the HOMO-LUMO gap: 8.9642 eV. For the energy, the calculation gives -60238.22932 eV.